Molecular formula: C54H144N12O15
Method: DFT, the ωB97M-V functional and the def2-TZVPD basis

Summary:
LUMO energy (hartree): 0.0233
Maximum force (Eh/bohr): 0.075
Spin multiplicity: 1
SMILES: COC[C@H](C)N.COC[C@H](C)N.COC[C@H](C)N.COC[C@H](C)N.COC[C@H](C)N.COC[C@H](C)N.COC[C@H](C)N.COC[C@H](C)N.COC[C@H](C)N.COCCNCCOC.COCCNCCOC.COCCNCCOC
E (eV): -106915.4332
Kohn-Sham gap (eV): 8.9

Structure (XYZ):
```
225
Properties=species:S:1:pos:R:3:forces:R:3
C 2.33543 2.66611 -1.65766 0.4 -1.3 -2.0
O 2.38092 3.85968 -0.99758 0.2 1.3 0.3
C 1.14037 4.43970 -0.74598 -1.4 -0.8 0.7
C 0.36268 5.11187 -1.91224 0.8 -0.9 0.5
C 1.25580 5.95205 -2.75167 0.3 0.8 -1.4
N -0.69198 5.93711 -1.37619 -0.5 0.6 0.8
H 3.34229 2.27327 -1.57825 0.0 -0.8 0.5
H 2.27761 2.77460 -2.75737 -0.5 0.3 0.1
H 1.50674 1.97108 -1.39739 0.7 0.4 0.3
H 0.49049 3.62100 -0.34453 0.1 0.8 -0.2
H 1.31315 5.11002 0.08278 -0.1 0.7 0.1
H -0.06674 4.27508 -2.48368 -0.1 0.4 0.0
H 2.06558 5.34692 -3.13483 0.4 0.1 -0.3
H 1.67317 6.75916 -2.13896 0.1 -0.1 -0.1
H 0.71661 6.45768 -3.61653 0.5 -0.8 0.9
H -1.11727 6.34833 -2.18984 -0.7 0.1 -0.3
H -0.26354 6.77609 -0.95172 -0.1 -0.7 0.1
C -5.51038 2.15742 -3.42861 -1.3 0.1 0.2
O -5.13335 2.94467 -4.50428 0.5 1.0 -1.3
C -5.16387 4.36822 -4.35330 -1.5 -0.9 1.5
C -5.12595 5.10502 -5.66101 -0.5 -0.9 -0.5
C -3.99346 4.59633 -6.50790 0.3 -0.4 -0.4
N -5.06930 6.50477 -5.36787 0.6 -0.2 0.6
H -6.48275 2.54986 -3.03392 0.4 -0.6 -0.1
H -4.81217 2.14575 -2.59133 0.4 0.1 0.0
H -5.62127 1.14295 -3.85276 -0.1 0.4 0.5
H -6.11835 4.66980 -3.82201 0.8 -0.3 -0.3
H -4.34806 4.66422 -3.71337 0.5 0.3 0.2
H -6.05403 4.84660 -6.22151 0.3 0.0 0.3
H -4.20923 4.77203 -7.56982 0.5 0.2 0.2
H -4.02648 3.52151 -6.36761 0.2 -0.3 -0.2
H -2.98156 4.91725 -6.20607 -0.5 0.2 -0.1
H -4.66557 6.99758 -6.13600 -0.2 0.7 -0.3
H -5.96633 6.82629 -5.06036 -0.2 0.6 -0.2
C 2.04650 -8.29241 1.74348 -0.9 2.4 -2.6
O 1.26700 -7.01689 1.51460 0.6 -3.5 0.0
C 1.93854 -5.85485 1.83801 0.5 0.7 0.6
C 0.87633 -4.86460 2.16011 0.1 0.6 0.3
C 1.43997 -3.46834 2.28992 -0.3 0.9 -1.4
N 0.21603 -5.21069 3.38615 -1.5 -0.9 1.4
H 1.81013 -8.69767 2.66864 -0.3 -0.5 2.0
H 3.10646 -8.06354 1.63979 0.0 -0.2 0.0
H 1.70059 -9.01109 0.98538 0.3 0.4 0.1
H 2.53672 -5.94014 2.76470 0.2 -0.2 -0.4
H 2.50972 -5.45712 1.01292 0.7 -0.2 -0.4
H 0.15135 -4.86313 1.33764 -0.1 -0.1 0.0
H 0.62115 -2.73374 2.27408 0.1 -0.1 -0.4
H 2.17917 -3.21384 1.48335 -0.8 -0.3 0.9
H 1.86658 -3.28559 3.24091 0.9 -0.2 1.1
H 0.69583 -4.93781 4.24182 0.3 0.3 -0.4
H 0.01352 -6.21665 3.50723 0.2 0.8 -0.6
C -4.24723 3.46063 5.31132 -0.6 0.7 -0.8
O -4.70337 3.08343 4.03289 -1.2 0.8 -0.9
C -3.70182 2.98302 3.04650 -0.6 -2.8 -0.1
C -3.38209 4.20937 2.25994 -0.4 2.4 0.7
C -4.60560 4.71810 1.43093 1.3 -0.8 0.9
N -2.19626 4.03814 1.42807 -0.8 -0.3 -1.4
H -3.29311 4.00098 5.22172 -0.4 0.1 0.5
H -4.13348 2.56729 5.86798 0.5 -0.9 1.0
H -5.08202 4.03080 5.75517 0.7 0.1 0.1
H -2.86972 2.60976 3.65511 0.7 -0.2 -1.0
H -4.09554 2.16981 2.32547 0.9 1.0 1.0
H -3.13314 4.98281 3.08387 -0.6 -0.6 -1.2
H -5.43621 4.91720 2.09093 -0.3 0.1 0.0
H -4.89658 4.03959 0.63271 0.0 -0.4 0.1
H -4.25800 5.59822 0.94993 0.0 1.1 -0.4
H -2.12926 4.63751 0.59371 -0.8 -0.3 0.2
H -1.40726 4.35891 1.90806 1.6 0.1 1.3
C -1.85874 -1.69028 -4.31870 -0.3 -0.1 -0.2
O -1.52454 -2.39426 -5.48732 -1.3 0.1 -0.3
C -1.13787 -1.45384 -6.50163 -0.2 -0.6 0.6
C -1.15769 -2.15659 -7.84301 1.1 1.2 0.0
C -0.58869 -1.17438 -8.86831 0.7 -0.1 1.3
N -2.51783 -2.51979 -8.12898 -0.8 -0.1 0.3
H -0.97329 -1.22404 -3.90015 0.2 0.7 0.1
H -2.22571 -2.35502 -3.56071 -0.2 -0.7 0.2
H -2.67701 -0.98716 -4.52355 0.3 0.3 0.1
H -1.81521 -0.59157 -6.63695 -0.1 -0.2 0.7
H -0.19263 -1.16052 -6.06167 0.7 0.7 -1.2
H -0.47707 -2.97214 -7.76172 0.6 -1.1 0.0
H 0.40158 -0.81447 -8.50142 -0.7 -0.1 -0.3
H -1.29544 -0.38454 -8.99557 -0.3 0.9 0.0
H -0.45069 -1.60858 -9.82402 0.2 -0.7 -1.0
H -2.92233 -2.87581 -7.26279 -0.1 -0.1 -0.4
H -2.62090 -3.22234 -8.85358 0.2 0.1 0.2
C 2.76795 2.68053 -5.80769 -0.3 0.6 1.0
O 3.36418 1.44098 -6.07983 -0.9 -1.0 0.3
C 2.46546 0.27898 -6.04021 1.8 1.2 0.6
C 3.26411 -0.93168 -6.47467 -0.2 -0.1 -0.5
C 3.68831 -0.84892 -7.91579 -0.5 -1.8 -1.7
N 2.36676 -2.07259 -6.32016 -0.7 1.0 1.9
H 2.05499 2.71350 -4.92160 0.8 -0.4 -0.9
H 2.26170 3.12931 -6.65464 -0.5 -0.3 -0.5
H 3.57044 3.39031 -5.60114 0.1 -0.1 0.3
H 2.09635 0.11382 -5.02626 0.0 0.2 0.1
H 1.63298 0.44083 -6.67754 -0.9 0.1 -0.9
H 4.17000 -1.03250 -5.86971 0.0 0.2 0.2
H 4.19068 0.03598 -8.26357 0.1 0.6 0.3
H 2.79889 -1.04039 -8.60381 0.9 0.4 0.9
H 4.38409 -1.69916 -8.12648 -0.4 0.5 0.1
H 2.57463 -2.87118 -6.86222 0.5 -0.8 -0.4
H 2.29266 -2.29436 -5.30888 0.0 -0.3 -1.0
C -1.26764 -0.32582 5.22427 -1.6 -2.6 -0.1
O -0.94648 -1.42871 6.13221 0.0 0.4 -1.0
C 0.19362 -2.20745 5.79921 -0.1 0.5 2.2
C 0.15561 -3.48079 6.68563 2.1 0.3 -0.1
C -0.19650 -3.32619 8.16406 0.2 0.6 0.0
N 1.48446 -4.13498 6.47351 -0.5 0.7 -0.5
H -1.34689 -0.72932 4.13241 0.5 1.1 1.8
H -0.65462 0.53466 5.42649 0.6 0.3 -0.4
H -2.29718 -0.12252 5.57596 0.4 0.4 -0.6
H 0.22866 -2.51278 4.76897 0.0 0.0 -0.6
H 1.09461 -1.61604 6.07869 -0.1 -0.3 -0.4
H -0.50419 -4.14629 6.20242 -1.3 -0.8 -0.3
H -1.24155 -3.03478 8.20194 -0.2 0.0 0.4
H 0.38798 -2.53463 8.68342 -0.2 -0.3 -0.5
H -0.01826 -4.25419 8.74081 -0.3 0.3 -0.5
H 1.54411 -4.93242 7.05407 -0.4 -1.5 0.5
H 2.18955 -3.58104 6.91380 0.6 1.0 0.0
C -5.49580 -0.46121 3.50562 0.0 -0.5 0.2
O -4.19763 -1.08368 3.29051 -1.2 -0.7 0.5
C -4.28809 -2.52312 3.38850 0.7 0.1 -0.6
C -3.08262 -3.17478 2.68237 0.9 0.2 1.6
C -2.91055 -2.94397 1.23154 0.4 0.8 -1.5
N -3.07939 -4.62820 2.93574 0.2 0.3 -0.3
H -5.36486 0.60267 3.18784 -0.4 -1.0 0.4
H -5.90702 -0.55223 4.56937 1.1 0.3 -1.0
H -6.27992 -1.01317 2.92491 0.7 0.7 -0.1
H -4.22901 -2.87212 4.44606 -0.5 0.3 -0.5
H -5.17125 -2.86215 2.86113 -0.6 -0.1 0.3
H -2.27005 -2.65010 3.21624 0.4 -0.3 -0.2
H -1.90487 -3.17832 0.83555 -0.2 0.0 0.6
H -3.09941 -1.91627 0.91842 0.0 0.2 0.3
H -3.58012 -3.54263 0.65059 -0.7 -0.6 -0.3
H -3.17336 -4.76307 3.93063 0.1 -0.3 0.2
H -2.17553 -5.05272 2.65844 -0.7 0.6 0.4
C -1.21881 2.08474 -3.67986 -1.0 -1.1 1.3
O -0.72092 1.62419 -2.41908 1.9 -0.5 -1.8
C -1.50651 1.53906 -1.32053 -2.6 1.5 2.3
C -0.70151 1.14583 -0.04430 -0.3 -0.7 0.3
C -0.02637 -0.20939 -0.25747 0.2 0.3 1.5
N -1.57147 1.00519 1.16669 1.5 -0.2 -1.1
H -0.56020 1.75623 -4.47003 0.4 0.1 0.0
H -1.36362 3.14059 -3.64515 0.1 1.0 -0.2
H -2.20379 1.65209 -3.87164 -0.1 -0.1 -0.1
H -2.02459 2.56239 -1.11638 0.7 -1.3 -0.2
H -2.36984 0.80281 -1.35892 0.8 0.4 -0.5
H 0.04798 1.92087 0.21633 -0.4 -0.5 -0.3
H 0.25014 -0.62810 0.73899 -0.3 0.1 -0.8
H 0.84708 -0.21375 -0.85919 1.0 0.5 -0.5
H -0.66086 -0.87916 -0.78691 -1.0 -0.7 -0.2
H -2.08478 0.13586 1.19084 -0.2 -0.1 -0.2
H -2.17235 1.79173 1.17084 -0.8 0.8 0.4
C 6.50819 -6.22690 -1.59036 -0.2 0.2 1.8
O 5.29066 -5.74149 -2.06068 -0.6 -0.1 -0.3
C 4.12579 -6.51172 -1.81286 1.0 -1.5 1.4
C 2.97804 -5.58795 -1.97378 0.4 1.7 -0.6
N 3.07081 -4.42316 -1.09233 0.6 -0.2 0.8
C 1.92661 -3.53239 -1.01267 0.9 0.1 -1.1
C 1.48079 -3.08607 -2.36346 -0.4 0.0 -2.0
O 2.55097 -2.47607 -3.10159 -0.2 -0.4 0.5
C 2.81465 -1.14861 -2.72091 -1.2 0.6 -3.2
H 7.23529 -5.61950 -2.06617 1.0 0.2 -0.6
H 6.67527 -7.28866 -1.75571 0.0 -0.2 -0.2
H 6.62618 -6.00195 -0.49111 -0.2 -0.5 -0.8
H 4.17627 -7.04561 -0.78634 -0.1 1.2 -1.1
H 4.03898 -7.36255 -2.51895 0.1 0.4 0.0
H 2.07510 -6.11049 -1.88436 -1.5 -0.8 0.8
H 2.95267 -5.26943 -3.01980 0.3 0.1 -0.3
H 3.92232 -3.90925 -1.32009 -0.4 -0.2 0.0
H 2.14283 -2.64289 -0.40164 0.1 -0.4 0.0
H 1.09444 -4.04636 -0.61464 -1.0 -0.6 1.0
H 0.62652 -2.40926 -2.30374 -0.1 0.3 0.1
H 1.12498 -3.91552 -3.03360 0.4 0.5 0.8
H 2.76950 -0.91967 -1.71870 0.1 0.0 2.7
H 1.99728 -0.49344 -3.18047 1.1 -0.4 0.4
H 3.80069 -0.91634 -3.11909 -0.1 0.3 0.0
C -4.26748 7.95227 3.93334 0.5 -1.3 0.6
O -3.05079 7.88868 4.71700 -1.3 0.7 -1.2
C -3.29548 7.20302 5.89651 0.4 -0.5 0.8
C -1.99671 7.00510 6.62838 -0.4 -0.9 -0.5
N -1.27692 5.80927 6.12620 -0.5 0.8 2.7
C -0.74235 5.90069 4.82224 -0.7 -0.1 -1.2
C -0.07349 4.57684 4.60526 0.4 -0.2 0.4
O 0.59220 4.55597 3.38768 0.2 -1.4 -1.3
C 1.11586 3.24672 3.03437 -0.5 0.3 -0.2
H -4.01486 8.05282 2.88144 0.0 0.6 0.1
H -4.94325 8.69095 4.35004 0.0 0.5 -0.3
H -4.80533 6.98429 4.01481 0.3 0.3 0.0
H -3.71187 6.23268 5.66788 -0.2 -0.5 -0.1
H -3.98445 7.66035 6.62207 -0.2 0.6 -0.5
H -2.31979 6.83424 7.63644 0.3 -0.4 0.8
H -1.48915 7.96593 6.62679 0.7 0.1 -0.2
H -0.50287 5.62169 6.78561 -0.6 0.1 -0.5
H -0.14484 6.78994 4.72538 0.9 0.3 -0.5
H -1.54971 6.00418 4.06864 0.3 0.0 0.4
H -0.83945 3.79716 4.75770 0.1 0.0 -0.5
H 0.66262 4.39227 5.38494 0.3 0.0 0.5
H 0.33974 2.43827 2.95170 0.3 0.8 0.3
H 1.91100 2.93236 3.71714 -0.2 0.1 0.2
H 1.57140 3.35531 2.04903 -0.1 0.1 0.0
C 5.46170 -6.18069 4.04950 0.0 -0.1 0.0
O 5.32940 -5.59379 2.75764 0.6 -0.2 0.8
C 6.49515 -4.90236 2.29677 -0.6 -0.4 -1.8
C 5.95803 -4.02266 1.13997 1.7 -0.9 0.0
N 5.25583 -2.86392 1.58732 0.1 0.2 -0.1
C 5.14108 -1.83257 0.58473 -1.4 0.6 -0.8
C 4.61778 -0.55484 1.26247 -0.3 0.7 -1.7
O 3.20084 -0.67664 1.50832 1.0 -0.1 0.2
C 2.65452 0.56786 1.88986 1.1 0.2 -1.2
H 5.64155 -5.40921 4.79407 0.1 0.2 0.2
H 6.26720 -6.92382 4.11914 0.1 0.2 -0.3
H 4.54929 -6.72034 4.34378 0.0 0.4 -0.5
H 7.26439 -5.59861 1.87993 -0.6 0.0 0.2
H 7.04366 -4.32275 3.02003 -0.3 0.4 0.8
H 5.40303 -4.69755 0.46731 -0.1 0.3 0.1
H 6.83668 -3.65350 0.57720 -0.2 -0.3 0.1
H 4.33941 -3.12358 1.88583 -0.7 -0.1 0.4
H 4.39407 -2.05171 -0.26693 0.9 0.0 1.0
H 6.11233 -1.69138 0.08300 -0.2 0.2 0.4
H 4.77522 0.35575 0.58534 -0.1 -1.1 0.7
H 5.17948 -0.39489 2.16988 0.0 0.1 0.6
H 1.61065 0.46471 2.00504 -1.2 -0.1 -0.1
H 2.93691 1.31022 1.12594 -0.5 0.0 -0.1
H 3.03333 0.99219 2.79132 0.7 -0.1 1.1
```
Positions in Å, forces in eV/Å.